[1]
83
Properties=species:S:1:pos:R:3:forces:R:3 method="wB97M-V/def2-TZVPD" lumo_energy_ev="-8.554 / -9.128" max_force_ev_per_a=4.36 spin_multiplicity=1 e_above_lowest_kcal_mol=10.29 charge=+2
Sn -0.483 1.779 -0.711 0.6 1.3 1.7
C 2.864 2.074 5.567 0.8 2.9 3.2
C 2.619 1.127 4.672 -0.8 -2.8 -2.7
C 1.860 -0.182 4.754 0.2 -0.5 -0.5
C 0.327 -0.084 4.410 0.9 0.3 -0.4
C -0.285 1.258 4.672 -0.7 0.4 0.7
C -0.224 1.892 5.852 0.4 0.4 -0.1
C 0.793 1.600 6.907 0.3 -0.6 0.6
C 2.091 2.441 6.783 -1.2 -0.5 -0.1
C -1.535 3.353 0.505 0.4 -0.5 -0.6
H 3.795 2.656 5.458 -0.3 -0.3 -0.2
H 3.097 1.285 3.691 -0.3 0.1 0.3
H 1.978 -0.736 5.696 0.2 0.4 -0.2
H 2.289 -0.793 3.943 0.0 0.0 0.6
H 0.265 -0.278 3.340 -0.2 -0.1 0.2
H -0.214 -0.859 4.967 0.1 0.1 -0.2
H -0.930 1.651 3.890 -0.2 -0.2 0.2
H -0.898 2.711 6.128 0.3 0.0 -0.6
H 1.118 0.558 6.900 -0.3 0.0 0.1
H 0.361 1.762 7.894 0.1 0.2 0.0
H 1.783 3.493 6.770 0.4 0.1 -0.2
H 2.710 2.348 7.697 0.1 0.0 -0.5
H -0.994 4.303 0.402 -0.4 -0.3 0.1
H -1.497 2.984 1.533 0.0 0.2 -0.1
H -2.577 3.455 0.206 0.1 0.1 0.0
P 0.977 -0.717 -2.672 1.8 -2.1 0.2
P -2.028 -0.407 -2.674 -2.0 -1.9 -0.9
C -0.003 -2.086 -2.038 -2.0 0.3 0.0
C -1.340 -2.021 -2.260 1.9 -0.1 0.1
C 1.836 -1.652 -4.046 -0.2 0.5 -0.8
C 1.971 -3.048 -4.047 0.1 -0.2 0.0
C 2.660 -3.701 -5.076 0.0 0.3 -0.1
C 3.207 -2.960 -6.133 -0.1 0.3 0.3
C 3.061 -1.564 -6.153 -0.1 -0.3 0.1
C 2.359 -0.918 -5.133 0.0 -0.3 0.4
C 2.285 -0.803 -1.355 -0.5 0.3 -0.5
C 1.858 -0.615 -0.032 0.8 0.5 0.2
C 2.813 -0.332 0.944 -0.1 -1.0 -0.1
C 4.166 -0.518 0.679 0.0 0.0 -0.1
C 4.575 -0.948 -0.586 -0.5 0.0 -0.1
C 3.642 -1.008 -1.630 0.3 -0.1 0.1
C -3.269 -1.079 -3.919 0.5 0.6 -0.4
C -2.750 -1.728 -5.062 -0.3 -0.2 0.1
C -3.591 -2.491 -5.878 0.0 0.2 0.3
C -4.960 -2.573 -5.584 0.2 0.3 0.2
C -5.496 -1.828 -4.524 0.3 0.0 0.0
C -4.654 -1.059 -3.715 -0.2 0.0 0.1
C -3.120 -0.197 -1.195 0.6 0.8 0.2
C -3.696 1.071 -0.982 0.1 -0.4 0.1
C -4.535 1.280 0.109 0.0 -0.1 0.0
C -4.797 0.232 0.998 0.1 0.1 -0.2
C -4.172 -1.007 0.828 0.0 0.0 -0.1
C -3.307 -1.214 -0.250 -0.2 -0.1 0.1
H 0.498 -2.907 -1.532 -0.1 -0.1 -0.3
H -2.012 -2.875 -2.226 0.1 0.1 0.2
H 1.544 -3.654 -3.247 0.2 0.2 -0.2
H 2.774 -4.792 -5.058 -0.1 0.5 0.0
H 3.745 -3.463 -6.937 -0.2 0.1 0.2
H 3.493 -0.979 -6.969 -0.2 -0.2 0.3
H 2.217 0.159 -5.158 0.1 -0.1 -0.1
H 0.816 -0.662 0.260 -0.1 0.2 -0.2
H 2.491 -0.019 1.931 0.1 -0.3 -0.3
H 4.879 -0.336 1.488 -0.1 -0.1 -0.4
H 5.597 -1.261 -0.758 0.0 0.3 -0.1
H 3.961 -1.296 -2.641 -0.1 0.3 0.5
H -1.690 -1.659 -5.292 -0.1 -0.1 0.0
H -3.184 -3.032 -6.734 -0.1 0.2 0.3
H -5.612 -3.197 -6.190 0.1 0.2 0.1
H -6.568 -1.857 -4.316 0.4 0.0 -0.1
H -5.075 -0.466 -2.902 0.1 -0.3 -0.2
H -3.461 1.890 -1.665 -0.2 -0.1 0.1
H -4.978 2.265 0.259 0.0 -0.3 0.0
H -5.478 0.393 1.831 0.2 -0.1 -0.2
H -4.357 -1.824 1.533 0.1 0.4 -0.3
H -2.799 -2.176 -0.348 -0.3 0.4 0.0
C 1.117 3.991 2.235 0.2 0.1 -0.4
S 1.672 2.544 1.354 0.0 -0.2 -0.4
O 1.584 2.766 -0.147 -0.6 -0.1 1.2
O 3.029 2.327 1.816 -0.5 0.0 -0.2
O 0.688 1.474 1.696 0.1 0.5 -0.5
H 2.016 4.379 2.721 -0.3 0.2 -0.2
H 0.373 3.692 2.978 0.1 0.1 -0.3
H 0.717 4.670 1.479 0.1 0.1 0.5

=====

[2]
45
Properties=species:S:1:pos:R:3:forces:R:3 method="wB97M-V/def2-TZVPD" lumo_energy_ev=0.247 max_force_ev_per_a=0.96 spin_multiplicity=1 e_above_lowest_kcal_mol=42.80 smiles="Cc1cc(=O)oc2c(CN3CCN(CCO)CC3)c(O)ccc12"
C -5.604 -1.787 -0.760 0.0 0.1 0.0
C -4.672 -0.660 -0.454 -0.2 0.5 -0.1
C -5.053 0.629 -0.610 0.0 -0.5 0.0
C -4.180 1.743 -0.322 -0.3 0.6 -0.1
O -4.459 2.910 -0.450 0.1 -0.4 0.1
O -2.923 1.437 0.136 0.2 0.1 0.1
C -2.503 0.161 0.299 0.1 -0.9 0.0
C -1.198 -0.018 0.765 0.0 0.3 0.0
C -0.341 1.172 1.120 -0.2 0.1 0.1
N 1.037 0.989 0.677 0.1 0.1 0.2
C 1.133 1.031 -0.781 0.1 -0.2 -0.2
C 2.606 1.185 -1.216 -0.1 0.1 -0.1
N 3.540 0.698 -0.224 0.0 -0.1 0.1
C 3.566 -0.753 -0.096 0.3 -0.2 -0.4
C 4.584 -1.310 -1.101 -0.4 0.0 0.1
O 5.844 -0.718 -0.923 0.3 0.1 0.1
C 3.407 1.466 1.003 0.0 0.3 0.1
C 1.963 1.940 1.271 0.2 0.0 0.0
C -0.718 -1.317 0.939 -0.4 0.1 -0.2
O 0.533 -1.555 1.365 0.0 -0.2 0.2
C -1.546 -2.413 0.666 0.2 -0.1 0.1
C -2.828 -2.223 0.220 0.0 0.3 0.0
C -3.338 -0.935 0.018 0.3 0.3 0.1
H -5.183 -2.425 -1.535 0.0 -0.1 0.0
H -5.766 -2.395 0.129 0.0 -0.1 0.0
H -6.561 -1.405 -1.102 -0.1 0.0 0.0
H -6.038 0.893 -0.961 -0.1 0.0 0.0
H -0.330 1.281 2.211 0.0 0.0 -0.1
H -0.790 2.082 0.697 0.1 -0.1 0.1
H 0.543 1.866 -1.191 0.0 -0.1 0.1
H 0.708 0.102 -1.172 0.0 0.1 0.0
H 2.770 0.657 -2.156 0.0 0.1 0.0
H 2.836 2.242 -1.382 0.0 0.0 -0.1
H 3.906 -1.013 0.908 0.0 0.0 0.0
H 2.592 -1.225 -0.264 0.0 0.0 0.1
H 4.712 -2.384 -0.954 -0.1 0.0 0.0
H 4.228 -1.140 -2.128 0.0 -0.1 0.1
H 5.682 0.228 -0.802 -0.1 0.0 0.0
H 3.765 0.861 1.837 0.0 0.0 0.0
H 4.057 2.347 0.926 -0.1 0.0 0.2
H 1.807 2.952 0.864 0.0 0.0 0.0
H 1.785 1.983 2.347 0.0 0.1 -0.1
H 1.025 -0.700 1.348 0.0 0.1 -0.2
H -1.145 -3.402 0.819 0.0 -0.1 0.0
H -3.450 -3.080 0.017 -0.1 -0.1 0.0

=====

[3]
20
Properties=species:S:1:pos:R:3:forces:R:3 method="wB97M-V/def2-TZVPD" lumo_energy_ev=2.929 max_force_ev_per_a=1.97 spin_multiplicity=1 e_above_lowest_kcal_mol=22.93 charge=-1
C 0.210 1.215 -0.446 1.4 0.5 0.8
C 1.402 1.681 0.468 0.5 0.0 -0.6
S 2.154 3.312 0.065 -0.6 0.9 0.4
N 0.331 -0.231 -0.656 -1.9 -0.5 -0.1
C -0.893 -0.901 0.094 0.9 1.1 -0.4
O -2.023 -0.589 -0.564 0.5 -0.6 0.5
H 0.179 1.798 -1.372 0.3 -0.2 0.1
H -0.659 1.511 0.127 -0.7 -0.3 -0.2
H 1.197 1.631 1.549 -0.3 0.4 -0.5
H 2.250 1.039 0.370 0.3 -0.9 -0.4
H 3.308 3.074 -0.581 -0.3 -0.7 0.1
H -0.090 -0.430 -1.585 0.8 0.3 0.4
H -0.815 -0.448 1.106 -0.1 -0.2 0.2
H -0.542 -1.961 0.194 -0.7 0.1 -0.3
H -3.214 -0.710 0.380 -0.3 -0.6 -0.1
H -4.759 -1.195 0.502 0.3 0.1 -0.1
O -3.972 -1.013 1.021 0.0 0.3 0.3
H 2.187 -3.254 0.138 0.0 -0.1 -0.1
H 1.639 -1.887 -0.208 -0.1 0.4 -0.6
O 2.110 -2.643 -0.602 0.1 -0.1 0.5